Entry 1:
The following is a DFT calculation (ωB97M-V/def2-TZVPD) of a structure of composition C57H35F4I4N9OTa at a distorted geometry.

```
111
Properties=species:S:1:pos:R:3:forces:R:3:lowdin_charge:R:1
Ta 18.3534 -19.3464 4.6965 1.15 -1.81 0.98 2.02
I 14.4809 -28.6280 3.6867 0.13 0.06 0.04 0.91
C 15.3877 -26.7599 3.8054 0.83 1.10 0.15 -0.72
C 16.7845 -26.6263 4.0363 -1.45 1.42 -0.02 -0.11
C 17.3735 -25.3476 4.1004 -0.32 -0.75 -0.29 -0.03
C 16.5728 -24.2069 3.9847 0.51 0.08 0.47 -0.18
C 15.1907 -24.3459 3.7611 0.12 0.40 0.22 -0.04
C 14.5946 -25.6011 3.6577 0.93 -0.22 0.09 -0.13
C 17.2317 -22.8629 4.1311 -0.41 0.85 -0.45 -0.05
C 16.9069 -21.9195 3.1561 0.22 0.67 -1.43 -0.21
C 16.1852 -22.1872 1.9347 -0.43 0.68 -0.26 0.02
C 15.9952 -20.9991 1.2578 0.24 -1.26 0.12 0.02
C 16.6884 -20.0014 2.0043 -0.25 -0.05 -0.22 -0.24
C 16.7131 -18.6272 1.6815 1.24 -0.13 0.39 -0.07
C 15.8139 -18.0844 0.6272 0.36 -0.07 0.31 -0.17
C 14.4708 -18.5062 0.5770 -0.19 0.41 -0.12 -0.03
C 13.6226 -17.8579 -0.3078 -0.38 0.38 -0.71 -0.13
C 14.1422 -16.8750 -1.1651 -0.30 -0.41 -0.01 -0.76
I 12.9183 -16.0770 -2.6180 -0.42 0.27 -0.26 0.94
C 15.4723 -16.5195 -1.1970 1.05 -0.12 0.10 -0.15
C 16.3316 -17.1397 -0.2871 -0.05 -0.37 0.26 -0.03
C 17.6943 -17.7899 2.2562 0.75 0.31 -0.02 -0.20
N 18.8489 -18.2254 3.0258 -1.11 0.32 -0.37 -0.06
C 19.7580 -17.1516 3.0783 -2.27 1.20 -1.52 -0.23
C 20.9951 -17.0665 3.6691 0.61 -1.02 1.19 -0.07
C 21.9354 -15.9287 3.4167 0.43 0.46 0.60 -0.17
C 23.2883 -16.2470 3.1602 -0.07 -0.88 -1.14 -0.05
C 24.2363 -15.2710 2.8500 -2.52 2.45 1.09 -0.10
C 23.8185 -13.8867 3.0321 -1.07 -2.14 -0.48 -0.77
I 25.2083 -12.4252 2.8186 0.62 0.73 -0.18 0.96
C 22.4721 -13.5516 3.3084 1.11 -0.40 0.08 -0.13
C 21.5597 -14.5739 3.5348 -0.14 -0.61 0.28 -0.04
C 21.3867 -18.0575 4.5999 -1.43 -0.93 0.94 -0.19
C 22.5011 -17.9748 5.4564 0.89 -0.82 0.58 0.01
C 22.5003 -19.0533 6.3206 -0.52 1.21 -0.70 0.05
C 21.3013 -19.8194 6.0632 0.87 1.22 -0.64 -0.20
N 20.6029 -19.1783 5.0219 -0.84 -0.03 -0.08 0.00
C 21.0008 -21.0136 6.7288 -0.22 0.49 -0.54 -0.06
C 19.8805 -21.7519 6.3559 -0.78 -0.89 -0.85 -0.21
C 19.5188 -23.0288 6.8897 -0.34 -0.20 0.08 0.02
C 18.4548 -23.5153 6.1936 0.74 1.05 0.11 0.01
C 18.1399 -22.5615 5.1601 0.47 -0.71 0.77 -0.21
N 18.9885 -21.4595 5.2984 -0.18 0.90 0.00 0.00
C 21.8870 -21.4830 7.8493 -1.04 0.90 0.35 -0.19
C 22.4607 -22.7393 7.8764 1.35 -0.24 1.09 -0.02
C 23.2004 -23.1333 9.0286 -1.00 0.91 0.00 -0.12
C 23.2956 -22.2882 10.1411 -0.06 0.32 -0.87 -0.71
I 24.4614 -22.9007 11.7858 -0.36 0.18 -0.31 0.88
C 22.7094 -21.0005 10.1000 0.24 -1.35 -0.02 -0.12
C 21.9849 -20.6281 8.9763 0.39 0.21 0.16 -0.04
C 19.1264 -16.0157 2.4279 -0.66 -0.82 -0.67 0.03
C 17.8694 -16.3921 1.9736 1.07 1.11 0.53 -0.01
N 17.2995 -20.5780 3.0937 0.18 1.17 1.55 0.00
H 17.3699 -27.4715 4.2677 0.59 -0.95 -0.15 0.08
H 18.4700 -25.2487 4.1926 -0.79 -0.14 0.08 0.13
H 14.5900 -23.4232 3.6956 0.20 -0.68 0.07 0.13
H 13.5335 -25.6800 3.4821 -0.08 -0.04 0.01 0.09
H 15.8476 -23.1561 1.5932 0.09 0.11 0.16 0.12
H 15.4901 -20.8941 0.2880 0.43 0.07 0.69 0.13
H 14.0965 -19.3261 1.2066 0.21 0.68 -0.13 0.12
H 12.5439 -18.0503 -0.4519 0.80 -0.31 0.53 0.10
H 15.8466 -15.8158 -1.9554 -0.18 -0.38 0.53 0.11
H 17.4256 -16.9533 -0.2467 -1.07 -0.02 -0.39 0.13
H 23.5078 -17.3443 3.0962 0.13 1.24 -0.16 0.14
H 25.2034 -15.3882 2.4383 0.85 -0.75 0.08 0.07
H 22.1652 -12.5046 3.3656 0.15 -0.39 0.16 0.10
H 20.5621 -14.3293 3.9171 0.38 0.01 -0.38 0.10
H 23.2427 -17.1906 5.3688 -0.09 -0.24 0.30 0.12
H 23.2225 -19.1865 7.1100 -0.04 -0.37 -0.11 0.12
H 19.9899 -23.5654 7.6973 0.13 0.29 0.08 0.12
H 17.9825 -24.4385 6.4281 -0.42 -0.41 -0.22 0.12
H 22.4810 -23.3941 7.0097 -0.30 0.10 0.11 0.13
H 23.6217 -24.1118 9.1095 0.30 -0.41 -0.27 0.08
H 22.8101 -20.3917 10.9867 -0.15 0.33 -0.18 0.10
H 21.5358 -19.6235 8.9893 0.00 -0.64 -0.24 0.13
H 19.6100 -15.0416 2.3300 -0.48 -0.56 -0.14 0.11
H 17.1568 -15.6868 1.4909 0.66 -0.96 0.54 0.14
C 14.0044 -17.1314 6.8502 0.48 -0.29 0.55 -0.09
N 14.7622 -17.1175 5.5924 0.40 0.15 0.33 -0.28
C 14.4557 -15.9501 4.7729 -0.55 0.07 -0.81 -0.11
C 14.7540 -18.3569 4.7921 -0.32 1.21 0.99 -0.18
C 15.2849 -19.6031 5.5246 -1.05 0.10 -0.06 -0.19
N 16.6979 -19.7090 5.9239 0.62 0.13 -1.31 -0.13
C 16.8381 -20.4130 7.1066 1.24 -0.83 1.04 -0.20
C 17.8570 -20.1010 8.0340 -0.21 0.11 0.71 -0.15
F 18.7394 -19.1101 7.7717 -0.16 -0.69 -0.33 0.04
C 17.9517 -20.7048 9.2922 0.21 0.23 -0.07 -0.20
F 18.9561 -20.3662 10.1210 -0.17 0.14 -0.46 0.10
C 17.0222 -21.6080 9.7554 -0.65 -0.44 -1.89 0.10
C 16.0485 -21.9931 8.8174 -0.39 0.40 -0.15 -0.16
F 14.9755 -22.7222 9.2159 1.02 -0.01 -0.40 0.09
C 16.0623 -21.5323 7.4788 -0.78 0.26 0.85 -0.14
F 15.1454 -22.0248 6.6006 0.51 0.05 0.74 0.08
H 14.2470 -16.2328 7.4753 -0.07 -0.75 -0.66 0.10
H 14.2372 -18.0369 7.4721 0.00 0.87 -0.61 0.08
H 12.9235 -17.1404 6.7003 -0.31 0.03 -0.15 0.08
H 13.4564 -16.0056 4.2297 0.80 -0.19 0.51 0.10
H 15.2287 -15.7890 3.9837 -0.39 -0.23 0.57 0.08
H 14.3956 -15.0343 5.3722 0.21 -0.29 0.06 0.08
H 15.3284 -18.0874 3.9086 0.22 -0.32 -0.27 0.08
H 13.7014 -18.5299 4.4383 0.64 -0.45 0.17 0.14
H 15.0962 -20.4314 4.8408 -0.39 -0.17 0.08 0.10
H 14.6840 -19.7433 6.4614 0.34 0.08 -1.09 0.12
H 17.1313 -22.0837 10.7049 -0.21 -0.01 0.51 0.14
O 18.2993 -17.6214 5.6421 -0.14 2.36 -0.68 -0.36
N 18.3276 -16.2555 5.3005 0.29 -1.24 1.10 0.13
C 18.4975 -15.5013 6.3491 0.00 -2.09 0.20 -0.28
C 18.6191 -16.0700 7.6768 0.47 -1.98 2.79 -0.12
N 18.7498 -16.6572 8.6913 -0.44 2.19 -2.97 0.21
C 18.6423 -14.1058 6.2043 -0.15 5.62 -1.83 -0.14
N 18.6955 -12.9397 5.9559 -0.06 -4.80 1.18 0.20
```
Positions in Å, forces in eV/Å.

- Frontier orbital gap: 5.330 eV
- Net charge: +1
- HOMO level: -10.00 eV


Entry 2:
The following is a DFT calculation (ωB97M-V/def2-TZVPD) of a cluster of 10 separate species, C57H38ClO24S2 in total at a distorted geometry.

```
122
Properties=species:S:1:pos:R:3:forces:R:3:lowdin_charge:R:1
O 0.4350 -3.2432 -0.8211 0.21 0.96 0.08 -0.04
C 1.2136 -2.9027 -1.7214 -0.44 -2.49 -0.82 -0.69
O 1.7101 -3.6943 -2.5986 -0.02 2.54 0.76 -0.07
C 1.6209 -1.3516 -1.6821 -1.32 -0.50 -0.61 -0.65
S 0.2002 -0.1583 -1.7280 -0.27 -0.06 0.73 0.76
O 2.3602 -1.2948 -0.4269 2.02 0.86 -2.02 -0.19
S 3.6994 -0.3935 -0.7947 -1.94 1.02 2.25 0.69
O 4.8097 -0.7398 0.0645 -0.96 -0.19 -1.92 -0.25
O 3.1999 0.9587 -0.6074 1.22 -1.22 -1.40 -0.28
O 3.8514 -0.9139 -2.3583 -0.03 0.37 1.41 -0.25
C 2.5175 -0.9404 -2.9600 0.86 0.26 1.54 -0.58
Cl 2.3191 0.7553 -3.6241 -0.05 -1.59 -0.10 0.66
H -0.2119 -0.0290 -0.4240 0.55 -0.76 -0.65 -0.11
H 2.4893 -1.7258 -3.7604 0.05 0.78 0.95 0.13
C 5.7552 -5.7887 -1.0313 -0.02 -0.21 0.05 0.02
C 5.4594 -6.4398 0.0912 0.06 -0.07 -0.15 0.01
C 5.2395 -5.7149 1.3638 -0.13 0.09 0.13 -0.38
O 4.9706 -6.3119 2.3917 0.08 -0.02 -0.06 0.08
C 5.3595 -4.2419 1.3403 0.18 0.03 -0.09 0.03
C 5.6557 -3.5882 0.2175 0.15 -0.11 0.12 0.03
C 5.8755 -4.3114 -1.0555 -0.11 0.22 -0.13 -0.37
O 6.1442 -3.7197 -2.0814 0.10 -0.14 0.08 0.11
H 5.9197 -6.3014 -1.9708 -0.03 0.04 -0.02 0.12
H 5.3666 -7.5183 0.1269 -0.03 0.01 0.03 0.12
H 5.1940 -3.7302 2.2791 0.01 -0.06 -0.11 0.09
H 5.7472 -2.5104 0.1837 0.00 -0.22 -0.03 0.09
C 3.8186 -4.5167 5.2817 0.10 -0.14 0.15 0.03
C 3.1708 -5.0773 6.3005 0.14 0.03 -0.07 0.02
C 1.8100 -4.6351 6.6819 -0.12 -0.06 0.08 -0.38
O 1.2186 -5.1461 7.6141 0.06 0.04 -0.05 0.09
C 1.1969 -3.5478 5.8867 0.12 -0.07 -0.16 0.02
C 1.8444 -2.9862 4.8671 -0.17 -0.10 0.08 0.03
C 3.2040 -3.4283 4.4867 -0.01 0.06 -0.17 -0.35
O 3.7918 -2.9172 3.5561 -0.10 0.11 0.32 0.10
H 4.8136 -4.8264 4.9878 -0.04 -0.02 -0.08 0.12
H 3.6034 -5.8744 6.8922 -0.04 0.00 0.01 0.12
H 0.2041 -3.2393 6.1788 0.05 -0.04 0.05 0.09
H 1.4127 -2.1908 4.2755 0.08 -0.02 -0.02 0.12
C -3.4497 -1.4176 5.5769 0.15 -0.26 0.14 0.03
C -2.2003 -1.5217 6.0272 -0.11 0.05 -0.08 0.03
C -1.0873 -0.7892 5.3820 0.15 0.03 0.10 -0.37
O 0.0539 -0.8849 5.7907 -0.31 0.28 0.00 0.08
C -1.4157 0.0652 4.2174 -0.08 0.09 -0.14 0.03
C -2.6640 0.1697 3.7667 0.11 0.09 -0.05 0.03
C -3.7766 -0.5629 4.4123 -0.02 -0.01 -0.04 -0.35
O -4.9180 -0.4657 4.0016 0.39 0.08 -0.10 0.08
H -4.2759 -1.9457 6.0353 0.12 0.13 -0.11 0.09
H -1.9427 -2.1410 6.8778 0.01 0.00 0.00 0.12
H -0.5893 0.5936 3.7585 0.03 -0.04 0.01 0.13
H -2.9217 0.7886 2.9164 -0.02 -0.03 0.00 0.12
C -9.6396 -2.4855 6.5550 0.05 -0.02 0.24 0.02
C -8.3905 -2.5900 7.0048 -0.06 0.00 -0.05 0.02
C -7.2785 -1.8584 6.3602 0.01 -0.10 0.00 -0.36
O -6.1359 -1.9555 6.7717 -0.41 0.01 0.19 0.07
C -7.6046 -1.0032 5.1955 -0.15 0.27 -0.13 0.03
C -8.8544 -0.8985 4.7450 0.09 -0.01 0.06 0.03
C -9.9675 -1.6308 5.3907 -0.08 0.02 -0.14 -0.38
O -11.1090 -1.5342 4.9825 0.06 0.00 0.10 0.10
H -10.4681 -3.0146 7.0152 0.26 0.15 -0.13 0.08
H -8.1329 -3.2095 7.8554 0.01 0.00 0.00 0.12
H -6.7778 -0.4752 4.7373 -0.10 -0.15 0.09 0.09
H -9.1121 -0.2790 3.8948 -0.02 -0.01 0.01 0.12
C 5.3323 3.8058 -6.9570 -0.01 -0.08 0.10 0.02
C 4.6775 3.2615 -5.9330 0.23 -0.03 -0.10 0.04
C 3.3028 3.6904 -5.5859 -0.12 -0.14 0.22 -0.38
O 2.7082 3.1970 -4.6537 0.05 0.50 -0.25 0.02
C 2.6849 4.7458 -6.4224 -0.02 0.15 -0.18 0.03
C 3.3407 5.2890 -7.4459 -0.15 0.01 0.07 0.02
C 4.7145 4.8599 -7.7921 0.08 0.01 -0.09 -0.38
O 5.3125 5.3555 -8.7289 -0.01 0.00 0.05 0.08
H 6.3375 3.5056 -7.2251 -0.01 0.02 -0.03 0.12
H 5.1133 2.4888 -5.3118 -0.07 -0.01 0.03 0.13
H 1.6797 5.0461 -6.1548 0.01 -0.04 0.04 0.12
H 2.9052 6.0616 -8.0673 0.04 -0.01 -0.02 0.12
C -10.3526 2.4575 10.2593 -0.19 -0.09 -0.03 0.02
C -10.9033 1.3036 9.8884 -0.04 0.17 0.04 0.02
C -10.0693 0.1233 9.5667 -0.03 -0.13 -0.06 -0.37
O -10.5703 -0.9298 9.2260 -0.05 0.06 0.06 0.09
C -8.6004 0.2741 9.6743 0.16 0.04 0.02 0.03
C -8.0490 1.4281 10.0452 0.03 -0.19 -0.06 0.03
C -8.8827 2.6092 10.3674 0.13 0.20 0.06 -0.39
O -8.3821 3.6606 10.7074 -0.07 -0.10 -0.03 0.11
H -10.9462 3.3310 10.4977 0.04 0.02 0.01 0.12
H -11.9753 1.1749 9.8048 0.01 -0.04 -0.02 0.12
H -8.0068 -0.5999 9.4356 -0.03 -0.02 -0.02 0.12
H -6.9771 1.5563 10.1284 -0.02 0.04 0.00 0.13
C -13.3243 -2.8826 8.1286 -0.02 0.17 0.09 0.04
C -14.5873 -2.5591 8.3988 0.18 -0.01 0.00 0.03
C -15.7120 -3.4103 7.9488 -0.21 0.10 0.06 -0.39
O -16.8641 -3.1149 8.1931 0.10 -0.05 -0.02 0.10
C -15.3782 -4.6367 7.1877 0.12 -0.13 -0.08 0.02
C -14.1156 -4.9608 6.9172 -0.16 -0.08 -0.05 0.03
C -12.9918 -4.1091 7.3677 0.09 0.01 -0.04 -0.36
O -11.8389 -4.4047 7.1232 -0.38 -0.28 0.12 0.09
H -12.4889 -2.2711 8.4494 0.02 -0.01 -0.01 0.10
H -14.8493 -1.6673 8.9541 -0.04 -0.02 -0.01 0.12
H -16.2129 -5.2473 6.8673 -0.02 0.04 0.02 0.12
H -13.8535 -5.8525 6.3618 0.04 0.02 0.00 0.12
C 9.4801 7.5368 -12.1403 0.08 0.02 0.09 0.01
C 10.3113 7.1347 -11.1810 -0.08 0.23 0.04 0.00
C 9.8081 6.4493 -9.9678 0.03 -0.03 0.13 -0.38
O 10.5658 6.0835 -9.0910 -0.04 0.02 -0.10 0.10
C 8.3476 6.2274 -9.8641 -0.11 -0.03 0.01 0.02
C 7.5173 6.6297 -10.8237 -0.07 -0.06 0.09 0.02
C 8.0199 7.3150 -12.0366 -0.09 0.05 -0.11 -0.39
O 7.2630 7.6810 -12.9146 0.08 -0.03 0.05 0.10
H 9.8295 8.0396 -13.0333 -0.01 -0.01 0.00 0.12
H 11.3788 7.2878 -11.2407 -0.04 -0.01 0.06 0.11
H 7.9968 5.7245 -8.9719 -0.03 0.00 -0.02 0.11
H 6.4473 6.4755 -10.7624 0.01 -0.01 0.03 0.11
C 11.2862 5.2628 -15.1729 -0.08 -0.04 -0.15 0.03
C 10.9703 4.1630 -15.8536 0.02 0.21 -0.01 0.02
C 11.0377 2.8239 -15.2238 -0.06 -0.21 -0.11 -0.39
O 10.7521 1.8211 -15.8441 0.04 0.11 0.05 0.11
C 11.4680 2.7564 -13.8080 0.06 0.07 0.18 0.02
C 11.7838 3.8568 -13.1278 -0.01 -0.17 0.03 0.03
C 11.7164 5.1945 -13.7581 0.09 0.11 0.07 -0.37
O 12.0023 6.1986 -13.1369 0.21 -0.22 -0.33 0.08
H 11.2434 6.2495 -15.6169 0.01 0.01 0.04 0.12
H 10.6532 4.1945 -16.8884 0.00 -0.05 0.01 0.12
H 11.5106 1.7701 -13.3637 -0.02 -0.01 -0.04 0.12
H 12.1008 3.8260 -12.0926 -0.01 0.05 0.00 0.13
```
Positions in Å, forces in eV/Å.

- Frontier orbital gap: 4.421 eV
- Net charge: -1
- HOMO level: -5.36 eV